No. 1
A structure of composition C67H59As2BF2NO7P2SSiY. Source: the OMol25 dataset; level of theory: the ωB97M-V functional and the def2-TZVPD basis.

Each line ends with the Löwdin charge.
CARTESIAN COORDINATES (ANGSTROEM)
Y: 0.871 0.607 0.396  1.3052
C: -7.686 0.834 -3.526  -0.0551
C: -6.243 1.193 -3.168  -0.4283
C: -5.870 2.511 -3.877  -0.0094
C: -6.073 1.388 -1.669  -0.0996
C: -7.107 1.776 -0.828  -0.0363
C: -6.881 1.990 0.523  -0.0814
C: -5.605 1.838 1.038  -0.0871
C: -4.527 1.482 0.230  -0.2393
P: -2.792 1.290 0.900  1.1457
C: -3.296 0.568 2.504  -0.3949
C: -3.878 -0.697 2.459  -0.0961
C: -4.289 -1.331 3.618  -0.0825
C: -4.130 -0.704 4.847  -0.1005
C: -3.525 0.541 4.906  -0.1045
C: -3.096 1.166 3.743  -0.1483
C: -2.471 3.074 1.229  -0.3449
C: -1.417 3.636 0.514  -0.1003
C: -1.080 4.975 0.656  -0.0694
C: -1.804 5.778 1.521  -0.0966
C: -2.868 5.238 2.233  -0.0955
C: -3.199 3.900 2.085  -0.1053
C: -4.800 1.241 -1.114  -0.1972
O: -3.753 0.832 -1.896  -0.0082
C: -4.039 0.012 -2.962  -0.1990
C: -3.056 -0.896 -3.337  -0.2733
C: -3.334 -1.727 -4.417  -0.0763
C: -4.539 -1.653 -5.090  -0.0791
C: -5.499 -0.733 -4.690  -0.0345
C: -5.269 0.114 -3.615  -0.0988
P: -1.396 -0.899 -2.483  1.1068
C: -1.404 -2.699 -2.122  -0.3619
C: -0.347 -3.584 -2.308  -0.1060
C: -0.473 -4.922 -1.954  -0.0842
C: -1.642 -5.393 -1.384  -0.1034
C: -2.686 -4.509 -1.144  -0.0895
C: -2.567 -3.181 -1.513  -0.1042
C: -0.515 -0.589 -4.067  -0.3769
C: 0.154 -1.513 -4.863  -0.0894
C: 0.767 -1.112 -6.043  -0.0919
C: 0.726 0.216 -6.440  -0.1065
C: 0.046 1.142 -5.660  -0.0909
C: -0.572 0.737 -4.490  -0.1160
H: -8.363 1.642 -3.251  0.0723
H: -8.006 -0.079 -3.021  0.1003
H: -7.792 0.692 -4.602  0.0702
H: -6.523 3.319 -3.539  0.0870
H: -5.970 2.398 -4.959  0.0871
H: -4.838 2.787 -3.656  0.0957
H: -8.106 1.906 -1.223  0.0972
H: -7.700 2.271 1.173  0.0956
H: -5.446 1.968 2.100  0.0964
H: -3.988 -1.203 1.505  0.1090
H: -4.711 -2.326 3.564  0.0998
H: -4.450 -1.199 5.756  0.0911
H: -3.365 1.024 5.863  0.0947
H: -2.581 2.116 3.804  0.0945
H: -0.829 3.025 -0.165  0.0510
H: -0.241 5.373 0.100  0.0984
H: -1.540 6.822 1.646  0.0937
H: -3.440 5.859 2.912  0.0929
H: -4.031 3.502 2.651  0.0866
H: -2.587 -2.449 -4.728  0.1109
H: -4.734 -2.307 -5.931  0.0954
H: -6.433 -0.680 -5.232  0.0961
H: 0.602 -3.226 -2.676  0.0634
H: 0.369 -5.587 -2.102  0.1018
H: -1.733 -6.435 -1.103  0.0932
H: -3.591 -4.850 -0.657  0.0967
H: -3.390 -2.504 -1.312  0.1036
H: 0.207 -2.550 -4.564  0.0849
H: 1.285 -1.844 -6.651  0.0942
H: 1.233 0.531 -7.344  0.0911
H: 0.015 2.185 -5.949  0.1009
H: -1.107 1.460 -3.885  0.0897
O: 1.401 -0.881 3.058  -0.4283
As: 0.064 0.189 3.637  1.2180
O: -0.922 -2.431 2.756  -0.0050
O: -0.320 1.006 2.148  -0.7516
C: 1.414 1.455 4.400  -0.3030
C: 1.071 1.877 5.678  -0.1447
C: 1.919 2.662 6.453  -0.1062
C: 3.168 2.991 5.963  -0.0962
C: 3.533 2.592 4.682  -0.0766
C: 2.662 1.851 3.897  -0.2407
S: 3.027 1.935 2.130  0.4704
O: 4.330 2.541 2.039  -0.3033
O: 2.959 0.634 1.404  -0.4869
O: 1.885 2.713 1.650  -0.3902
H: 1.035 -1.780 3.065  -0.0110
H: 0.110 1.572 6.084  0.0754
H: 1.604 3.006 7.432  0.0900
H: 3.852 3.591 6.553  0.0926
H: 4.490 2.877 4.267  0.1009
C: 4.650 -6.839 1.709  -0.1209
C: 5.367 -6.125 0.759  -0.1087
C: 5.127 -4.769 0.573  -0.0991
C: 4.171 -4.108 1.336  -0.3522
C: 3.448 -4.836 2.278  -0.1189
C: 3.688 -6.188 2.470  -0.1022
As: 3.688 -2.206 1.143  1.3952
C: 5.176 -1.594 0.047  -0.3204
C: 5.364 -1.792 -1.313  -0.1266
C: 6.473 -1.241 -1.941  -0.0982
C: 7.376 -0.471 -1.218  -0.1005
C: 7.193 -0.272 0.141  -0.0333
C: 6.100 -0.844 0.785  -0.1887
C: 5.832 -0.777 2.233  -0.2011
C: 6.568 -0.052 3.165  -0.0360
C: 6.224 -0.107 4.506  -0.1035
C: 5.145 -0.878 4.923  -0.0980
C: 4.386 -1.574 3.992  -0.0955
C: 4.730 -1.529 2.650  -0.3053
H: 4.832 -7.898 1.848  0.0874
H: 6.119 -6.624 0.158  0.0909
H: 5.699 -4.221 -0.167  0.0872
H: 2.670 -4.348 2.857  0.0971
H: 3.111 -6.738 3.204  0.0947
H: 4.630 -2.346 -1.881  0.0743
H: 6.619 -1.394 -3.004  0.0927
H: 8.224 -0.018 -1.719  0.0903
H: 7.898 0.336 0.697  0.0980
H: 7.388 0.579 2.844  0.1007
H: 6.785 0.473 5.230  0.0923
H: 4.875 -0.910 5.972  0.0952
H: 3.512 -2.125 4.315  0.0949
N: 2.296 -1.609 -1.574  -0.0072
C: 1.297 -1.014 -1.583  -0.3785
F: 0.041 -3.727 0.999  0.1419
B: -0.472 -2.599 1.581  -1.0780
F: -0.291 -1.527 0.647  -0.0237
C: 2.938 1.613 -2.962  -0.2690
Si: 1.875 2.485 -1.628  0.4476
C: 3.094 3.821 -0.993  -0.2667
C: 0.744 3.656 -2.677  -0.2665
H: 3.436 2.359 -3.595  0.0089
H: 2.342 0.955 -3.601  -0.0111
H: 3.703 0.988 -2.494  0.0010
H: 3.565 4.305 -1.858  0.0100
H: 3.879 3.424 -0.347  -0.0033
H: 2.565 4.581 -0.411  0.0076
H: 1.366 4.237 -3.370  0.0112
H: 0.223 4.369 -2.029  -0.0140
H: -0.015 3.140 -3.267  -0.0258

For the energy above the lowest of the compared OMol25 structures with the same formula, charge and spin, the calculation gives 0.0 kcal/mol. The calculation puts the total energy at -252392.6512 eV. For the largest force on an atom, the calculation gives 0.81 eV/A. The calculation puts the HOMO-LUMO gap at 5.65 eV. For the HOMO energy, the calculation gives -2.06 eV. Its charge is -2.

=====

No. 2
A cluster of 12 separate species, C67H62Cl4F4O14 in total at a distorted geometry. Source: the OMol25 dataset; level of theory: the ωB97M-V functional and the def2-TZVPD basis.

Each line ends with the Löwdin charge.
CARTESIAN COORDINATES (ANGSTROEM)
F: 4.722 -2.849 2.567  0.0176
C: 5.683 -2.235 3.262  -0.3081
C: 5.913 -0.891 3.069  -0.0128
C: 6.998 -0.268 3.765  -0.0763
C: 7.831 -0.994 4.571  -0.1097
C: 7.563 -2.356 4.812  -0.0606
C: 6.490 -2.918 4.110  -0.0285
H: 5.252 -0.357 2.402  0.0979
H: 7.178 0.785 3.606  0.0906
H: 8.678 -0.487 5.008  0.0959
H: 8.195 -2.967 5.440  0.0979
H: 6.271 -3.956 4.312  0.1155
F: -2.157 -0.429 -0.683  0.0104
C: -0.866 -0.191 -0.293  -0.2371
C: -0.002 0.674 -1.004  0.0058
C: 1.327 0.836 -0.521  -0.0796
C: 1.704 0.178 0.626  -0.0921
C: 0.860 -0.721 1.355  -0.0529
C: -0.404 -0.942 0.806  -0.0046
H: -0.506 1.193 -1.806  0.0865
H: 2.017 1.459 -1.072  0.0879
H: 2.660 0.376 1.087  0.0933
H: 1.188 -1.228 2.250  0.0679
H: -1.061 -1.666 1.264  0.0984
F: -2.292 -4.780 -3.192  0.0420
C: -2.023 -3.781 -4.087  -0.2522
C: -1.999 -3.980 -5.471  -0.0233
C: -1.482 -2.986 -6.262  -0.0917
C: -1.164 -1.742 -5.701  -0.0808
C: -1.435 -1.491 -4.355  -0.0698
C: -1.772 -2.554 -3.542  -0.0263
H: -2.271 -4.931 -5.906  0.1129
H: -1.440 -3.190 -7.322  0.1012
H: -0.912 -0.899 -6.327  0.0961
H: -1.173 -0.550 -3.894  0.0986
H: -1.837 -2.455 -2.469  0.1022
F: 5.301 -0.492 -4.531  0.0748
C: 5.134 -0.676 -3.242  -0.3080
C: 3.874 -1.121 -2.886  -0.0112
C: 3.638 -1.420 -1.539  -0.0788
C: 4.625 -1.209 -0.533  -0.0776
C: 5.941 -0.888 -0.956  -0.0738
C: 6.179 -0.573 -2.286  -0.0321
H: 3.114 -1.250 -3.642  0.1153
H: 2.603 -1.647 -1.331  0.0935
H: 4.397 -1.512 0.479  0.0644
H: 6.778 -0.797 -0.279  0.1027
H: 7.187 -0.354 -2.604  0.1044
C: -6.050 -0.225 -4.174  -0.0249
C: -5.284 -0.433 -3.051  -0.0094
C: -5.828 -0.559 -1.808  -0.3263
C: -7.179 -0.549 -1.637  0.0023
C: -7.969 -0.271 -2.757  0.0040
C: -7.357 0.013 -4.019  -0.2938
O: -8.200 0.281 -5.116  0.0154
O: -4.914 -0.711 -0.816  0.0198
H: -5.547 0.050 -5.089  0.1143
H: -4.220 -0.365 -3.223  0.1132
H: -7.587 -0.742 -0.656  0.1209
H: -9.036 -0.200 -2.609  0.1054
H: -9.015 0.680 -4.802  0.0860
H: -4.169 -0.111 -0.899  0.0918
C: -4.951 -2.374 4.959  -0.0183
C: -5.706 -2.073 3.801  -0.0193
C: -5.071 -1.456 2.696  -0.3735
C: -3.764 -1.122 2.732  -0.0159
C: -2.983 -1.506 3.813  0.0107
C: -3.573 -2.118 4.973  -0.2995
O: -2.833 -2.388 6.102  0.0276
O: -5.968 -1.188 1.732  0.0311
H: -5.429 -2.744 5.854  0.1031
H: -6.781 -2.134 3.877  0.1064
H: -3.438 -0.637 1.824  0.1111
H: -1.946 -1.249 3.972  0.0759
H: -1.954 -2.118 5.827  0.0369
H: -5.604 -1.113 0.847  0.0481
C: -3.360 -4.799 2.393  -0.0195
C: -4.577 -4.554 1.864  -0.0431
C: -4.655 -4.090 0.557  -0.3277
C: -3.506 -3.880 -0.209  0.0032
C: -2.266 -4.211 0.321  -0.0246
C: -2.214 -4.637 1.610  -0.3402
O: -1.017 -4.957 2.151  0.0079
O: -5.905 -4.113 0.055  0.0421
H: -3.353 -4.993 3.456  0.1208
H: -5.469 -4.560 2.472  0.1172
H: -3.584 -3.515 -1.223  0.0991
H: -1.386 -4.018 -0.274  0.0904
H: -1.134 -5.112 3.091  0.1016
H: -6.613 -4.327 0.666  0.1038
C: 5.124 2.927 1.218  -0.0229
C: 6.412 2.717 0.702  0.0058
C: 6.660 2.718 -0.694  -0.3268
C: 5.580 2.858 -1.541  -0.0219
C: 4.274 3.074 -1.022  0.0161
C: 4.073 3.090 0.376  -0.2890
O: 2.818 3.356 0.941  0.0015
O: 7.897 2.452 -1.228  0.0261
H: 5.067 2.931 2.296  0.1088
H: 7.187 2.408 1.389  0.1027
H: 5.827 2.774 -2.589  0.1123
H: 3.489 3.219 -1.749  0.1058
H: 2.826 2.978 1.824  0.0632
H: 7.951 2.398 -2.185  0.0963
C: 0.758 1.557 4.221  -0.0569
C: -0.025 0.440 4.691  -0.0877
C: 0.575 -0.711 5.065  -0.4140
C: 1.928 -0.947 4.888  -0.1165
C: 2.711 0.101 4.364  -0.0948
C: 2.137 1.388 4.086  -0.4020
O: 2.945 2.384 3.698  -0.0116
O: -0.204 -1.742 5.530  -0.0127
H: 0.264 2.450 3.868  0.0786
H: -1.102 0.498 4.749  0.0881
H: 2.317 -1.928 5.118  0.0795
H: 3.760 -0.005 4.132  0.0488
H: 3.780 2.222 4.144  0.0898
H: 0.408 -2.351 5.951  0.1001
C: -0.117 5.136 0.946  0.0004
C: -1.059 5.965 1.562  0.0113
C: -1.439 7.196 0.939  -0.3568
C: -0.873 7.624 -0.268  0.0006
C: -0.077 6.647 -1.022  0.0231
C: 0.344 5.434 -0.354  -0.3125
O: 1.183 4.618 -1.022  0.0100
O: -2.294 7.969 1.631  0.0359
H: 0.244 4.224 1.399  0.1087
H: -1.344 5.706 2.571  0.1136
H: -1.141 8.568 -0.718  0.0999
H: 0.234 6.839 -2.039  0.0953
H: 1.732 4.114 -0.416  0.0576
H: -2.863 8.395 0.985  0.1020
C: -1.839 3.378 -6.075  -0.0228
C: -0.908 4.245 -5.536  -0.0079
C: -0.675 4.287 -4.144  -0.3226
C: -1.525 3.550 -3.341  -0.0207
C: -2.527 2.757 -3.846  -0.0212
C: -2.641 2.632 -5.201  -0.3683
O: -3.572 1.788 -5.657  0.0438
O: 0.383 4.956 -3.674  0.0512
H: -1.994 3.236 -7.135  0.1087
H: -0.204 4.638 -6.254  0.1107
H: -1.307 3.517 -2.284  0.1118
H: -3.172 2.176 -3.203  0.1160
H: -3.710 1.936 -6.595  0.1038
H: 0.412 5.031 -2.718  0.0345
C: 2.365 -5.064 0.606  -2.0123
Cl: 1.985 -3.859 1.702  0.6643
Cl: 4.121 -4.720 0.067  0.4610
Cl: 2.358 -6.694 1.352  0.5017
Cl: 1.366 -5.123 -0.836  0.5527

The calculation puts the total energy at -160105.8224 eV. For the largest force on an atom, the calculation gives 4.50 eV/A. Its spin multiplicity is 2. The calculation puts the HOMO-LUMO gap (spin up / spin down) at 2.65 / 6.74 eV. For the HOMO energy (spin up / spin down), the calculation gives -0.73 / -4.82 eV. Its charge is -1.